No. 1
A 5-piece molecular cluster, C18H32Br10FIO4 overall. Source: the Open Molecules 2025 dataset; level of theory: ωB97M-V with the def2-TZVPD basis set.

CARTESIAN COORDINATES (ANGSTROEM)
1 C 1.418 -0.057 3.040
2 C 0.118 0.855 2.817
3 F -0.226 1.320 4.147
4 C 0.386 2.150 1.971
5 C 0.710 1.874 0.428
6 O 0.487 3.113 -0.218
7 C -0.181 0.678 -0.093
8 C 0.138 0.469 -1.732
9 C 0.203 -1.119 -2.199
10 O 1.452 -0.135 -2.048
11 O 2.086 1.411 0.390
12 C 2.966 2.323 -0.255
13 O 3.024 2.350 -1.631
14 I 4.310 3.715 0.767
15 H 1.375 -0.431 4.110
16 H 1.410 -0.919 2.320
17 H 2.301 0.630 2.942
18 H -0.787 0.246 2.485
19 H 1.178 2.819 2.435
20 H -0.589 2.740 1.963
21 H 0.509 3.032 -1.187
22 H -1.289 0.843 -0.022
23 H 0.157 -0.333 0.282
24 H -0.341 1.230 -2.493
25 H 0.429 -1.227 -3.300
26 H 0.765 -1.868 -1.582
27 Br 4.196 1.143 -1.035
28 C 5.465 0.091 -2.176
29 C 6.626 -0.405 -1.359
30 Br 7.903 1.028 -1.001
31 H 5.763 0.735 -3.007
32 H 4.878 -0.745 -2.567
33 H 7.190 -1.156 -1.907
34 H 6.331 -0.815 -0.390
35 Br -4.813 0.063 5.950
36 C -4.162 1.014 4.379
37 C -4.660 0.374 3.108
38 Br -3.671 -1.256 2.700
39 H -3.075 1.041 4.452
40 H -4.553 2.026 4.477
41 H -4.489 1.031 2.255
42 H -5.714 0.104 3.146
43 Br -9.725 -3.303 2.602
44 C -8.154 -2.689 3.578
45 C -8.515 -2.232 4.968
46 Br -9.351 -0.472 4.943
47 H -7.691 -1.909 2.976
48 H -7.490 -3.553 3.618
49 H -7.618 -2.111 5.577
50 H -9.205 -2.904 5.476
51 Br 5.779 -2.609 -4.143
52 C 5.894 -4.417 -3.414
53 C 5.825 -4.419 -1.907
54 Br 7.517 -3.865 -1.116
55 H 6.812 -4.855 -3.800
56 H 5.038 -4.943 -3.836
57 H 5.657 -5.429 -1.534
58 H 5.056 -3.758 -1.511
59 Br -3.046 1.037 -5.553
60 C -2.652 2.934 -5.349
61 C -1.180 3.208 -5.516
62 Br -0.178 2.687 -3.926
63 H -3.038 3.235 -4.377
64 H -3.226 3.430 -6.132
65 H -0.999 4.277 -5.629
66 H -0.736 2.679 -6.357

## Properties
E_tot: -738605.69271 eV
Multiplicity: 1

These are the natural (NBO) partial charges, in e, on atoms 1 to 5:
1 C -0.657
2 C 0.207
3 F -0.403
4 C -0.466
5 C 0.526

***

No. 2
C32H39BrN8O6PTc as an isolated structure. Source: the Open Molecules 2025 dataset; level of theory: ωB97M-V with the def2-TZVPD basis set.

CARTESIAN COORDINATES (ANGSTROEM)
1 Tc 1.037 -0.139 0.438
2 C -3.676 -3.243 -0.124
3 O -3.079 -1.968 0.142
4 C -1.847 -1.697 -0.274
5 O -1.335 -0.637 0.042
6 N -1.233 -2.638 -1.045
7 N 0.031 -2.301 -1.535
8 H -4.605 -3.251 0.435
9 H -3.035 -4.054 0.221
10 H -3.903 -3.354 -1.187
11 H -1.797 -3.294 -1.563
12 H -0.031 -1.748 -2.384
13 H 0.568 -3.142 -1.698
14 Br 5.926 -2.843 5.351
15 C 4.101 -2.833 5.850
16 C 3.510 -3.998 6.307
17 C 2.173 -3.975 6.671
18 C 1.424 -2.815 6.533
19 C 2.041 -1.636 6.116
20 C 3.385 -1.646 5.779
21 N 0.062 -2.901 6.980
22 N -0.874 -2.276 6.468
23 C -0.716 -1.567 5.225
24 C -1.231 -0.298 5.159
25 C -1.034 0.533 4.045
26 C -0.343 0.071 2.946
27 O -0.032 0.805 1.891
28 C 0.082 -1.292 2.964
29 N 0.709 -1.728 1.831
30 C 1.126 -2.974 1.748
31 C 0.879 -3.903 2.768
32 C 0.259 -3.486 3.916
33 C -0.113 -2.133 4.072
34 H 4.091 -4.905 6.398
35 H 1.692 -4.861 7.066
36 H 1.494 -0.704 6.079
37 H 3.876 -0.734 5.468
38 H -1.755 0.083 6.027
39 H -1.420 1.543 4.042
40 H 1.660 -3.242 0.845
41 H 1.188 -4.930 2.640
42 H 0.054 -4.193 4.709
43 C 4.387 -0.897 1.987
44 C 4.759 -1.241 0.570
45 C 6.051 -1.631 0.256
46 C 6.411 -1.975 -1.039
47 C 5.465 -1.923 -2.053
48 C 4.160 -1.535 -1.797
49 C 3.133 -1.491 -2.897
50 C 3.802 -1.195 -0.470
51 N 2.521 -0.833 -0.210
52 H 5.231 -0.440 2.504
53 H 4.109 -1.792 2.551
54 H 3.546 -0.203 2.035
55 H 6.791 -1.665 1.047
56 H 7.427 -2.273 -1.260
57 H 5.746 -2.180 -3.068
58 H 3.613 -1.357 -3.866
59 H 2.416 -0.681 -2.747
60 H 2.564 -2.426 -2.948
61 C 0.236 0.438 -5.224
62 O -1.002 0.497 -4.510
63 P -0.940 0.926 -2.925
64 O -2.536 1.093 -2.710
65 C -3.390 -0.049 -2.784
66 O -0.545 2.489 -2.986
67 C -1.294 3.419 -3.788
68 H 0.021 0.654 -6.268
69 H 0.677 -0.558 -5.150
70 H 0.951 1.175 -4.852
71 H -3.743 -0.298 -1.784
72 H -2.879 -0.908 -3.228
73 H -4.237 0.202 -3.417
74 H -0.621 4.236 -4.038
75 H -2.145 3.793 -3.223
76 H -1.650 2.948 -4.703
77 C 0.620 5.235 -0.697
78 N 1.164 3.885 -0.754
79 C 2.300 3.488 -1.423
80 C 2.412 2.151 -1.233
81 N 1.348 1.729 -0.463
82 C 0.626 2.805 -0.185
83 H 1.377 5.931 -1.047
84 H 0.359 5.486 0.328
85 H -0.260 5.314 -1.331
86 H 2.915 4.188 -1.960
87 H 3.164 1.464 -1.581
88 H -0.274 2.805 0.408

## Properties
Total charge: +1
ΔE to the lowest compared entry with this formula, charge and spin: 0.5073 eV
Multiplicity: 4

These are the Mulliken partial charges, in e, on atoms 1 to 5:
1 Tc 1.039
2 C -0.926
3 O -0.371
4 C 0.814
5 O -0.360

***

No. 3
A 10-piece molecular cluster, C52H46Br3N9O12 overall. Source: the Open Molecules 2025 dataset; level of theory: ωB97M-V with the def2-TZVPD basis set.

CARTESIAN COORDINATES (ANGSTROEM)
1 O -10.748 -13.958 -17.188
2 N -11.861 -14.383 -17.478
3 O -12.134 -15.514 -17.705
4 C -12.969 -13.327 -17.487
5 C -14.200 -13.678 -18.049
6 C -15.251 -12.810 -17.965
7 C -15.144 -11.577 -17.228
8 C -13.947 -11.223 -16.659
9 C -12.899 -12.154 -16.730
10 H -14.381 -14.479 -18.750
11 H -16.154 -12.973 -18.536
12 H -15.983 -10.897 -17.247
13 H -13.904 -10.244 -16.205
14 H -11.907 -12.021 -16.325
15 O -2.324 -14.990 -23.218
16 N -2.609 -15.679 -22.257
17 O -1.827 -16.167 -21.371
18 C -4.000 -16.048 -21.963
19 C -4.575 -15.764 -20.667
20 C -5.784 -16.421 -20.353
21 C -6.487 -17.108 -21.396
22 C -5.959 -17.205 -22.681
23 C -4.753 -16.630 -23.006
24 H -4.038 -15.181 -19.932
25 H -6.053 -16.452 -19.308
26 H -7.462 -17.534 -21.211
27 H -6.476 -17.773 -23.440
28 H -4.369 -16.826 -23.996
29 O -5.543 -20.409 -18.507
30 N -5.766 -19.882 -17.416
31 O -5.080 -20.049 -16.396
32 C -6.884 -18.861 -17.405
33 C -8.137 -19.247 -17.991
34 C -9.273 -18.429 -17.803
35 C -9.155 -17.247 -17.187
36 C -7.913 -16.920 -16.581
37 C -6.782 -17.674 -16.669
38 H -8.188 -20.229 -18.438
39 H -10.229 -18.851 -18.075
40 H -10.153 -16.868 -17.024
41 H -7.879 -15.946 -16.116
42 H -5.826 -17.337 -16.297
43 O -10.570 -10.389 -22.694
44 N -10.085 -9.252 -22.610
45 O -9.261 -8.920 -23.449
46 C -10.648 -8.265 -21.661
47 C -11.138 -8.739 -20.399
48 C -11.475 -7.770 -19.439
49 C -11.267 -6.447 -19.702
50 C -10.891 -5.966 -20.958
51 C -10.603 -6.902 -21.957
52 H -11.253 -9.740 -20.009
53 H -11.722 -8.008 -18.415
54 H -11.335 -5.778 -18.856
55 H -10.716 -4.937 -21.236
56 H -10.147 -6.709 -22.917
57 O -10.432 -17.276 -28.114
58 N -10.394 -17.244 -26.889
59 O -9.564 -17.831 -26.209
60 C -11.569 -16.700 -26.156
61 C -11.370 -16.059 -24.864
62 C -12.395 -15.428 -24.164
63 C -13.568 -15.306 -24.833
64 C -13.737 -15.835 -26.096
65 C -12.805 -16.546 -26.808
66 H -10.489 -16.206 -24.258
67 H -12.185 -15.081 -23.163
68 H -14.400 -14.790 -24.378
69 H -14.732 -15.686 -26.490
70 H -13.044 -17.081 -27.715
71 O -5.719 -13.741 -24.416
72 N -6.871 -13.534 -23.946
73 O -7.127 -13.574 -22.756
74 C -8.068 -13.364 -24.840
75 C -8.983 -12.283 -24.585
76 C -10.173 -12.209 -25.294
77 C -10.460 -13.157 -26.277
78 C -9.461 -14.069 -26.669
79 C -8.248 -14.168 -25.973
80 H -8.652 -11.519 -23.897
81 H -10.804 -11.367 -25.047
82 H -11.414 -13.035 -26.768
83 H -9.574 -14.716 -27.526
84 H -7.507 -14.885 -26.294
85 Br -17.296 -10.646 -21.637
86 C -15.638 -10.385 -22.737
87 Br -14.586 -12.113 -23.000
88 Br -14.511 -8.929 -21.908
89 H -15.973 -9.978 -23.691
90 C -6.390 -12.060 -18.982
91 C -7.685 -12.553 -19.321
92 C -8.694 -11.652 -19.437
93 N -8.503 -10.309 -19.360
94 C -7.273 -9.818 -19.163
95 C -6.216 -10.714 -18.835
96 H -5.543 -12.719 -18.859
97 H -7.925 -13.603 -19.248
98 H -9.683 -12.041 -19.629
99 H -7.025 -8.767 -19.149
100 H -5.211 -10.528 -18.488
101 C -9.972 -14.973 -20.983
102 C -10.433 -13.694 -21.450
103 C -11.807 -13.423 -21.430
104 N -12.719 -14.319 -20.962
105 C -12.250 -15.484 -20.483
106 C -10.881 -15.928 -20.452
107 H -8.985 -15.378 -21.145
108 H -9.696 -13.080 -21.945
109 H -12.169 -12.498 -21.854
110 H -12.998 -16.046 -19.944
111 H -10.674 -16.953 -20.181
112 C -10.522 -19.697 -24.036
113 C -11.772 -19.131 -23.577
114 C -11.850 -18.772 -22.255
115 N -10.791 -18.998 -21.381
116 C -9.700 -19.612 -21.867
117 C -9.478 -20.054 -23.170
118 H -10.433 -20.036 -25.058
119 H -12.695 -19.012 -24.124
120 H -12.789 -18.376 -21.897
121 H -8.941 -19.758 -21.114
122 H -8.522 -20.407 -23.527

## Properties
E_tot: -302757.10546 eV
Multiplicity: 1
SMILES: O=[N+]([O-])c1ccccc1.O=[N+]([O-])c1ccccc1.O=[N+]([O-])c1ccccc1.O=[N+]([O-])c1ccccc1.O=[N+]([O-])c1ccccc1.O=[N+]([O-])c1ccccc1.BrC(Br)Br.c1ccncc1.c1ccncc1.c1ccncc1

These are the Mulliken partial charges, in e, on atoms 1 to 5:
1 O -0.647
2 N 1.339
3 O -0.630
4 C 0.365
5 C -0.128

***

No. 4
An isolated molecule of C4H5NS. Source: the Open Molecules 2025 dataset; level of theory: ωB97M-V with the def2-TZVPD basis set.

CARTESIAN COORDINATES (ANGSTROEM)
1 C -0.098 1.186 -1.023
2 C -0.166 0.513 0.349
3 S -1.670 -0.234 0.846
4 C -0.216 -0.994 0.371
5 C 0.722 -1.698 1.131
6 N 1.319 -2.430 1.804
7 H 0.725 0.643 -1.459
8 H -1.002 1.207 -1.528
9 H 0.307 2.207 -0.949
10 H 0.386 1.068 1.094
11 H -0.307 -1.468 -0.637

## Properties
ΔE to the lowest compared entry with this formula, charge and spin: 1.2780 eV
Multiplicity: 1
SMILES: C[C@H]1S[C@@H]1C#N

These are the natural (NBO) partial charges, in e, on atoms 1 to 5:
1 C -0.620
2 C -0.287
3 S 0.261
4 C -0.496
5 C 0.264

***

No. 5
An isolated molecule of C20H16N2O2. Source: the Open Molecules 2025 dataset; level of theory: ωB97M-V with the def2-TZVPD basis set.

CARTESIAN COORDINATES (ANGSTROEM)
1 C -6.930 -0.909 -1.135
2 O -5.552 -0.819 -1.403
3 C -4.717 -0.424 -0.408
4 C -5.117 -0.076 0.879
5 C -4.170 0.308 1.815
6 C -2.830 0.372 1.489
7 C -2.423 0.033 0.199
8 C -0.990 0.055 -0.220
9 O -0.534 -0.705 -1.045
10 N -0.249 1.016 0.422
11 C 1.091 1.321 0.113
12 C 1.411 2.621 -0.231
13 C 2.713 2.955 -0.576
14 C 3.695 1.990 -0.595
15 C 3.399 0.677 -0.225
16 C 2.087 0.324 0.169
17 C 1.828 -0.997 0.649
18 C 2.814 -1.924 0.674
19 C 4.110 -1.595 0.221
20 C 5.283 -2.321 0.119
21 C 6.261 -1.456 -0.383
22 C 5.678 -0.227 -0.574
23 N 4.371 -0.301 -0.210
24 C -3.362 -0.374 -0.734
25 H -7.388 -1.249 -2.062
26 H -7.351 0.064 -0.860
27 H -7.140 -1.633 -0.342
28 H -6.156 -0.107 1.167
29 H -4.492 0.561 2.815
30 H -2.106 0.649 2.242
31 H -0.770 1.766 0.853
32 H 0.638 3.376 -0.243
33 H 2.951 3.972 -0.847
34 H 4.698 2.258 -0.885
35 H 0.841 -1.241 1.003
36 H 2.640 -2.925 1.037
37 H 5.406 -3.355 0.375
38 H 7.285 -1.701 -0.586
39 H 6.123 0.672 -0.949
40 H -3.045 -0.655 -1.725

## Properties
ΔE to the lowest compared entry with this formula, charge and spin: 0.0744 eV
Multiplicity: 1
SMILES: COc1cccc(C(=O)Nc2cccc3c2ccc2cccn23)c1

These are the natural (NBO) partial charges, in e, on atoms 1 to 5:
1 C -0.255
2 O -0.504
3 C 0.388
4 C -0.319
5 C -0.187

***

No. 6
C2H6O2Ru as an isolated structure. Source: the Open Molecules 2025 dataset; level of theory: ωB97M-V with the def2-TZVPD basis set.

CARTESIAN COORDINATES (ANGSTROEM)
1 C 0.670 0.878 -0.240
2 C 0.439 0.506 1.206
3 O -0.436 -0.528 1.411
4 H -0.098 0.084 -1.516
5 H 1.467 0.209 -0.601
6 H -0.083 1.636 -0.497
7 H 0.094 1.391 1.794
8 H 1.403 0.245 1.711
9 O -1.103 -1.086 -1.439
10 H -0.891 -1.677 -2.165
11 Ru -1.463 -1.658 0.335

## Properties
Total charge: +2
ΔE to the lowest compared entry with this formula, charge and spin: 0.0000 eV
Multiplicity: 7

These are the natural (NBO) partial charges, in e, on atoms 1 to 5:
1 C -0.324
2 C -0.210
3 O -0.508
4 H 0.516
5 H 0.306

***

Copy entry 6 word for word.
C2H6O2Ru as an isolated structure. Source: the Open Molecules 2025 dataset; level of theory: ωB97M-V with the def2-TZVPD basis set.

CARTESIAN COORDINATES (ANGSTROEM)
1 C 0.670 0.878 -0.240
2 C 0.439 0.506 1.206
3 O -0.436 -0.528 1.411
4 H -0.098 0.084 -1.516
5 H 1.467 0.209 -0.601
6 H -0.083 1.636 -0.497
7 H 0.094 1.391 1.794
8 H 1.403 0.245 1.711
9 O -1.103 -1.086 -1.439
10 H -0.891 -1.677 -2.165
11 Ru -1.463 -1.658 0.335

## Properties
Total charge: +2
ΔE to the lowest compared entry with this formula, charge and spin: 0.0000 eV
Multiplicity: 7

These are the natural (NBO) partial charges, in e, on atoms 1 to 5:
1 C -0.324
2 C -0.210
3 O -0.508
4 H 0.516
5 H 0.306

***

> Look up the multiplicity of the sixth one.

7